Here is a cluster of 13 separate species, C66H167N9O22 in total from the OMol25 dataset. Energies are from ωB97M-V/def2-TZVPD.

Structure (ORCA input):
```
! RIJCOSX wB97M-V def2-TZVPD def2/J DEFGRID3
* xyz 0 1
C -18.3377 12.0883 20.5548
C -19.7338 12.0215 21.0581
C -20.6168 11.2184 20.1485
O -19.8282 11.4022 22.3603
H -18.2759 12.4423 19.5405
H -17.8234 11.1358 20.5944
H -17.7359 12.6217 21.2814
H -20.1384 13.0500 21.1660
H -20.3082 10.1729 20.0494
H -20.5987 11.6145 19.1071
H -21.6132 11.2459 20.6509
H -20.6884 11.6759 22.7474
C -21.0599 14.5633 13.8814
C -21.2812 13.4101 14.8261
C -20.7496 12.0736 14.2771
O -20.6098 13.6953 16.0851
H -21.5755 14.2709 12.9183
H -20.0147 14.5483 13.5972
H -21.4530 15.5334 14.1771
H -22.3388 13.3470 15.0828
H -21.1515 11.7988 13.2687
H -21.0489 11.2656 14.9759
H -19.6571 12.2054 14.1859
H -19.6812 13.7022 15.8752
C -16.8774 9.7998 23.9459
C -16.0563 8.7151 23.1408
C -16.3991 8.8232 21.5855
O -14.6717 8.7792 23.3798
H -16.4957 10.7996 23.6475
H -16.7852 9.7186 25.0687
H -17.9089 9.7787 23.5956
H -16.4050 7.7152 23.3946
H -15.9383 9.8146 21.2849
H -17.4449 8.7736 21.2565
H -15.7693 8.0985 21.1201
H -14.3225 9.6005 22.9525
C -23.7295 12.6242 25.1732
C -22.3560 13.2780 24.8739
C -21.2088 12.6169 25.6485
O -22.0308 13.1885 23.4955
H -23.9706 12.7822 26.2396
H -23.6213 11.5926 24.9194
H -24.5406 13.0975 24.6210
H -22.4372 14.3460 25.0882
H -20.2066 13.0267 25.4304
H -21.1814 11.5408 25.4746
H -21.4322 12.7491 26.6743
H -22.6118 13.6823 22.8858
C -18.0595 18.0479 15.7396
O -17.3548 16.7813 15.6712
C -17.8614 15.9508 16.6675
C -17.3003 14.5413 16.6136
N -17.6224 13.8200 15.4123
C -16.7376 14.1598 14.3111
C -16.4774 13.0516 13.3313
O -15.9013 11.9312 13.9782
C -16.3232 10.7898 13.3439
H -17.5781 18.7016 14.9982
H -17.9842 18.5015 16.6953
H -19.0726 17.8193 15.4297
H -18.9877 15.9454 16.6028
H -17.6236 16.3346 17.6308
H -17.7440 14.0173 17.4353
H -16.2379 14.5746 16.8166
H -17.4873 12.8454 15.5618
H -15.8085 14.6177 14.6520
H -17.2480 14.9085 13.6625
H -15.8573 13.3364 12.5195
H -17.5216 12.8019 13.0082
H -15.7725 9.9487 13.7980
H -16.0490 10.8478 12.2885
H -17.4047 10.6745 13.4746
C -23.2660 8.9433 17.0464
O -22.0821 8.2837 17.3244
C -20.9734 8.5684 16.5075
C -19.8319 7.5872 16.9010
N -19.3135 7.8442 18.2601
C -18.6426 6.6743 18.7742
C -17.1136 6.5846 18.4624
O -16.9391 6.5766 17.0294
C -15.5852 6.2715 16.7714
H -23.2156 10.0540 17.1050
H -24.0273 8.6894 17.7710
H -23.6326 8.6894 16.0402
H -20.6397 9.5981 16.6252
H -21.3007 8.4120 15.4571
H -19.0203 7.7874 16.1809
H -20.2238 6.5667 16.7012
H -20.1277 8.1223 18.8341
H -19.2083 5.7094 18.5511
H -18.6622 6.7220 19.8994
H -16.8238 5.6614 18.9274
H -16.5680 7.4634 18.8234
H -15.4037 5.2891 17.2082
H -14.8816 6.9270 17.2972
H -15.5283 6.2676 15.7079
C -18.0803 15.6925 25.9812
O -18.3822 14.4489 25.4084
C -17.5533 13.9770 24.3521
C -16.2618 13.4284 24.9142
N -15.2830 13.0680 23.7619
C -14.2085 12.2590 24.2994
C -13.0896 12.0946 23.2674
O -13.5274 11.1746 22.2848
C -12.4873 10.9438 21.2569
H -17.1803 15.7804 26.6433
H -18.9794 15.9903 26.5168
H -18.0926 16.4111 25.1779
H -17.2108 14.7760 23.6369
H -18.0905 13.2162 23.8040
H -16.4018 12.6109 25.6186
H -15.8996 14.1943 25.5861
H -14.8748 13.9681 23.5316
H -14.5922 11.2616 24.6870
H -13.7692 12.7598 25.1888
H -12.1413 11.7422 23.7621
H -12.9315 13.0803 22.8097
H -11.4742 11.1826 21.6334
H -12.6851 11.7674 20.5142
H -12.5587 9.9244 20.8354
C -20.8282 9.4272 27.6718
O -20.7709 8.4275 26.6948
C -19.5439 8.5055 26.0464
C -19.4301 7.3900 25.0186
N -20.5546 7.3345 24.1130
C -20.6498 8.4520 23.1645
C -21.6676 8.1566 22.1049
O -22.9829 8.2400 22.6275
C -23.4989 9.5553 22.6619
H -20.8286 10.4173 27.2376
H -19.9661 9.3456 28.3348
H -21.7706 9.2481 28.2504
H -18.7152 8.3128 26.7633
H -19.4099 9.4862 25.5248
H -19.3753 6.3888 25.5135
H -18.4981 7.5764 24.4469
H -21.4460 7.3677 24.6283
H -19.7219 8.6612 22.6596
H -20.9038 9.4346 23.5942
H -21.5101 7.1961 21.6970
H -21.5587 8.8920 21.3104
H -22.7770 10.2632 23.0562
H -24.3630 9.4981 23.3146
H -23.8874 9.8795 21.6840
C -14.5240 20.5425 16.2239
O -14.1960 19.2311 16.4254
C -14.6409 18.5975 17.6050
C -14.4947 17.0987 17.4478
N -13.0860 16.6609 17.6827
C -12.8923 15.2729 17.7593
C -13.0850 14.7106 19.1315
O -14.4931 14.8050 19.4456
C -14.7796 14.3328 20.6781
H -14.3565 21.2063 17.0279
H -15.5911 20.7169 15.9791
H -13.9992 20.9370 15.3825
H -15.6703 18.8719 17.7341
H -14.0939 18.9285 18.4815
H -14.8458 16.8720 16.4377
H -15.0266 16.4929 18.2012
H -12.5491 17.0495 16.9300
H -11.8951 15.0226 17.4643
H -13.4510 14.7059 17.0184
H -12.5002 15.2317 19.9606
H -12.7149 13.6516 19.1887
H -14.3060 14.9293 21.4438
H -14.4761 13.2315 20.8050
H -15.8796 14.3204 20.8625
C -19.3592 15.4414 19.7565
O -19.4369 16.7334 19.2370
C -20.6602 17.0629 18.6154
C -20.8318 18.6093 18.5736
N -21.0794 19.0009 19.9228
C -20.9559 20.4217 20.1018
C -21.1399 20.8019 21.5358
O -19.9107 20.4354 22.1359
C -19.9336 20.7436 23.5506
H -19.9265 15.4199 20.6686
H -18.2699 15.2326 19.9369
H -19.7360 14.6993 19.0545
H -21.4802 16.6778 19.2761
H -20.6430 16.5230 17.6494
H -21.6750 18.8832 17.9588
H -19.9390 19.0403 18.1285
H -20.3819 18.5167 20.5292
H -21.7430 20.8945 19.5154
H -19.9600 20.7876 19.7864
H -21.9676 20.2501 22.0035
H -21.3309 21.8883 21.5706
H -20.1589 21.8166 23.7684
H -19.0502 20.3271 23.9609
H -20.7439 20.1283 24.0185
C -18.0317 10.5023 16.7439
O -17.0378 11.3923 17.2011
C -16.0345 10.5609 17.7935
C -14.8948 11.5149 18.0603
N -14.1054 12.0293 16.9416
C -13.2117 11.0230 16.3894
C -11.7609 11.1874 16.9007
O -11.5890 10.8832 18.2564
C -10.2568 10.5478 18.5552
H -18.1292 9.6156 17.3939
H -17.8142 10.1872 15.7127
H -18.9649 11.0214 16.6929
H -15.7719 9.7574 17.0769
H -16.4181 10.1624 18.6988
H -14.1240 11.0674 18.6915
H -15.1004 12.3580 18.7139
H -14.7477 12.3031 16.1863
H -13.2409 11.0410 15.3163
H -13.5642 9.9929 16.6604
H -11.4559 12.2536 16.8360
H -11.1810 10.5258 16.2238
H -9.9526 9.5613 18.0749
H -10.0952 10.3799 19.6433
H -9.5287 11.3410 18.1850
C -26.0970 12.1269 21.5236
O -26.3051 11.9977 20.1259
C -25.9440 10.7271 19.5934
C -26.4266 10.5837 18.1628
N -27.8253 10.5078 17.8523
C -28.7421 11.5369 18.3494
C -28.3779 12.9106 17.7807
O -29.2527 13.8948 18.1990
C -29.1443 14.0370 19.6646
H -24.9713 12.1741 21.7694
H -26.6461 11.2996 22.1319
H -26.5431 13.0796 21.7657
H -26.3698 9.9243 20.2206
H -24.8757 10.7324 19.6798
H -26.0382 9.6332 17.8051
H -25.9056 11.3405 17.4868
H -28.2237 9.5976 18.0834
H -28.7671 11.6706 19.4157
H -29.7220 11.2179 18.0323
H -28.4924 12.8702 16.7119
H -27.3474 13.2023 17.9938
H -29.6132 13.2095 20.1578
H -29.5221 15.0288 19.9251
H -28.0531 14.1557 19.8411
C -26.6348 14.1320 15.0725
O -25.6956 13.5586 15.9723
C -24.7508 14.4340 16.5994
C -24.0338 13.6345 17.7651
N -22.9951 14.3910 18.4878
C -22.8683 14.0975 19.8875
C -23.9130 14.9333 20.6395
O -23.9163 14.7068 22.0440
C -24.4866 15.7660 22.8100
H -27.3503 13.3455 14.8293
H -26.1858 14.5101 14.1660
H -27.1429 15.0176 15.4841
H -25.2379 15.2797 17.0878
H -23.9604 14.8310 15.8786
H -23.6868 12.6587 17.4250
H -24.8203 13.5507 18.4834
H -22.1053 14.4131 18.0122
H -21.8920 14.3960 20.2369
H -22.8822 13.0449 20.2074
H -24.9093 14.6541 20.2914
H -23.7368 15.9935 20.4355
H -25.3123 16.1769 22.2514
H -23.7261 16.5415 22.9423
H -24.7787 15.3934 23.8112
*
```

Its frontier orbital gap is 8.622 eV. As for the energy: -4762.42417 Ha. As for the energy above the lowest of the compared OMol25 structures with the same formula, charge and spin: 136.63 kJ/mol.